DFT (ωB97M-V/def2-TZVPD) results for a cluster of 13 separate species, C38H96F6NO40S14 in total at a distorted geometry.

## Properties
Energy above the lowest of the compared OMol25 structures with the same formula, charge and spin (kcal per mole): 0.00
HOMO energy (eV): -8.472
F_max (eV/Å): 1.7
Gap between HOMO and LUMO (eV): 9.99

```
! wB97M-V def2-TZVPD RIJCOSX def2/J DEFGRID3
* xyz -1 1
C 0.451 1.926 -0.684
F 1.304 2.950 -0.631
F -0.294 1.957 0.390
F -0.265 2.176 -1.784
S 1.402 0.369 -0.872
O 2.245 0.548 -2.017
O 2.117 0.205 0.353
N 0.189 -0.629 -1.223
S 0.136 -1.746 -0.066
O 1.264 -2.618 -0.101
O -0.227 -1.169 1.197
C -1.341 -2.750 -0.540
F -1.370 -3.071 -1.841
F -1.311 -3.876 0.170
F -2.445 -2.055 -0.248
O 4.072 -2.521 4.889
S 3.718 -1.924 3.646
O 3.154 -0.609 3.594
O 5.064 -1.890 2.808
C 5.046 -1.115 1.582
C 6.343 -1.352 0.863
C 2.675 -2.956 2.665
H 4.931 -0.068 1.861
H 4.208 -1.402 0.944
H 6.357 -2.362 0.449
H 7.206 -1.264 1.524
H 6.442 -0.606 0.075
H 1.838 -3.179 3.327
H 3.161 -3.892 2.407
H 2.411 -2.339 1.815
O -0.896 7.638 -0.078
S -0.364 6.326 -0.207
O 0.518 5.800 0.761
O -1.551 5.258 -0.349
C -2.658 5.683 -1.172
C -4.000 5.393 -0.516
C 0.347 6.135 -1.816
H -2.575 5.187 -2.142
H -2.612 6.760 -1.326
H -4.274 6.266 0.073
H -3.990 4.529 0.150
H -4.731 5.165 -1.291
H 0.652 5.101 -1.912
H 1.124 6.895 -1.875
H -0.422 6.412 -2.534
O -8.067 -4.313 2.504
S -7.308 -3.327 1.823
O -6.407 -2.522 2.567
O -6.479 -4.083 0.710
C -5.602 -3.311 -0.117
C -5.261 -4.123 -1.347
C -8.381 -2.314 0.847
H -4.680 -2.968 0.357
H -6.081 -2.385 -0.449
H -4.666 -5.009 -1.111
H -4.659 -3.521 -2.025
H -6.167 -4.519 -1.809
H -7.831 -1.426 0.550
H -9.261 -2.079 1.436
H -8.663 -2.891 -0.031
O -4.584 -0.769 -2.545
S -4.530 0.430 -1.778
O -5.521 1.442 -1.965
O -4.610 -0.039 -0.252
C -4.338 0.947 0.757
C -3.344 0.377 1.741
C -2.893 1.092 -1.889
H -5.276 1.238 1.237
H -3.978 1.903 0.366
H -3.113 1.068 2.550
H -2.413 0.132 1.228
H -3.733 -0.551 2.165
H -2.639 1.051 -2.946
H -2.250 0.482 -1.259
H -2.904 2.111 -1.516
O 5.174 2.825 0.565
S 4.615 3.527 1.680
O 5.423 3.753 2.826
O 4.065 4.939 1.236
C 3.737 5.137 -0.146
C 4.866 5.680 -0.985
C 3.112 2.759 2.182
H 2.949 5.890 -0.181
H 3.278 4.247 -0.575
H 4.724 5.427 -2.038
H 5.829 5.236 -0.718
H 4.969 6.762 -0.908
H 3.424 1.865 2.725
H 2.473 2.555 1.335
H 2.628 3.423 2.895
O 6.582 1.290 -4.524
S 5.805 0.491 -3.631
O 4.723 -0.280 -4.135
O 6.752 -0.499 -2.836
C 7.941 0.038 -2.229
C 8.844 -1.116 -1.879
C 5.259 1.572 -2.360
H 7.698 0.629 -1.343
H 8.447 0.707 -2.928
H 9.789 -0.732 -1.484
H 9.150 -1.598 -2.812
H 8.443 -1.837 -1.174
H 6.141 2.043 -1.922
H 4.728 1.079 -1.551
H 4.676 2.385 -2.791
O -2.978 -7.652 3.494
S -3.622 -7.604 2.233
O -3.248 -8.483 1.177
O -5.158 -7.881 2.466
C -5.882 -7.116 3.435
C -5.973 -7.816 4.776
C -3.646 -5.976 1.571
H -6.865 -6.909 3.016
H -5.422 -6.139 3.605
H -5.075 -7.678 5.374
H -6.203 -8.877 4.669
H -6.805 -7.426 5.370
H -4.154 -6.035 0.611
H -2.645 -5.660 1.289
H -4.182 -5.335 2.262
O 0.155 -1.089 -6.773
S -0.840 -0.905 -5.776
O -1.593 0.316 -5.744
O -1.861 -2.096 -5.928
C -2.797 -2.351 -4.836
C -2.966 -3.857 -4.783
C -0.087 -1.145 -4.197
H -3.740 -1.888 -5.118
H -2.395 -1.938 -3.918
H -3.710 -4.157 -4.050
H -2.005 -4.340 -4.600
H -3.250 -4.175 -5.788
H 0.149 -2.202 -4.098
H -0.771 -0.820 -3.425
H 0.817 -0.542 -4.206
O 2.550 -4.878 -1.952
S 3.831 -4.336 -1.661
O 4.298 -4.332 -0.309
O 4.912 -5.089 -2.552
C 6.012 -5.765 -1.913
C 7.147 -5.833 -2.900
C 3.932 -2.715 -2.360
H 5.672 -6.782 -1.698
H 6.275 -5.302 -0.965
H 7.487 -4.843 -3.213
H 6.859 -6.339 -3.824
H 8.001 -6.374 -2.490
H 3.485 -2.053 -1.621
H 3.342 -2.813 -3.267
H 4.958 -2.441 -2.575
O 2.875 4.627 -5.402
S 2.128 3.945 -4.400
O 2.482 3.984 -3.017
O 0.616 4.443 -4.425
C -0.002 4.628 -5.728
C -1.410 4.106 -5.678
C 1.836 2.231 -4.781
H 0.608 4.148 -6.494
H 0.041 5.696 -5.944
H -1.538 3.083 -6.040
H -1.990 4.673 -6.419
H -1.920 4.218 -4.725
H 1.332 1.896 -3.880
H 2.818 1.763 -4.843
H 1.279 2.145 -5.707
O -3.633 7.085 3.471
S -3.632 5.715 3.845
O -4.520 4.778 3.228
O -2.158 5.174 3.668
C -2.033 3.712 3.676
C -0.639 3.316 3.277
C -3.822 5.611 5.597
H -2.776 3.305 2.998
H -2.232 3.419 4.709
H -0.385 3.761 2.316
H -0.569 2.230 3.208
H 0.084 3.626 4.032
H -3.607 4.570 5.837
H -4.841 5.874 5.857
H -3.057 6.221 6.066
O 0.995 0.205 8.110
S -0.022 1.027 7.534
O 0.031 2.440 7.689
O -0.096 0.745 5.985
C -0.037 -0.643 5.563
C -0.104 -0.692 4.066
C -1.605 0.436 8.099
H -0.871 -1.183 6.026
H 0.865 -1.128 5.942
H -0.432 -1.677 3.736
H 0.831 -0.468 3.556
H -0.791 0.040 3.635
H -1.444 -0.579 8.447
H -2.304 0.433 7.263
H -2.011 1.124 8.833
*
```

---

DFT (ωB97M-V/def2-TZVPD) results for a cluster of 8 separate species, C38H98N6O14 in total at a distorted geometry.

## Properties
Structure (SMILES): COCCNCCOC.COCCNCCOC.COCCNCCOC.COCCNCCOC.COCCNCCOC.COCCNCCOC.CO.CO
Energy above the lowest of the compared OMol25 structures with the same formula, charge and spin (kcal per mole): 29.98
HOMO energy (eV): -8.317
F_max (eV/Å): 2.8
Gap between HOMO and LUMO (eV): 8.84

```
! wB97M-V def2-TZVPD RIJCOSX def2/J DEFGRID3
* xyz 0 1
C -0.026 3.363 1.662
O -1.352 3.562 2.086
C -1.887 2.556 2.885
C -3.138 3.108 3.567
N -4.086 3.779 2.726
C -4.497 3.052 1.500
C -5.776 3.640 0.987
O -6.172 2.868 -0.164
C -7.460 3.128 -0.652
H 0.633 3.359 2.546
H 0.240 4.152 0.968
H 0.161 2.383 1.201
H -1.171 2.254 3.654
H -2.226 1.698 2.292
H -2.862 3.746 4.419
H -3.604 2.291 4.141
H -3.708 4.646 2.361
H -4.589 1.977 1.666
H -3.704 3.193 0.750
H -5.675 4.659 0.584
H -6.558 3.556 1.750
H -8.205 3.383 0.119
H -7.874 2.181 -1.008
H -7.419 3.932 -1.391
C 2.876 3.654 9.204
O 2.451 2.319 9.229
C 2.246 1.731 7.969
C 1.544 0.394 8.174
N 0.096 0.561 8.366
C -0.690 1.163 7.295
C -0.773 0.309 6.040
O 0.383 0.560 5.268
C 0.647 -0.399 4.282
H 3.019 4.067 10.199
H 2.096 4.262 8.716
H 3.812 3.764 8.638
H 3.189 1.742 7.393
H 1.624 2.357 7.308
H 1.934 -0.171 9.012
H 1.670 -0.142 7.230
H -0.015 1.253 9.111
H -0.410 2.169 6.942
H -1.714 1.258 7.668
H -1.675 0.595 5.483
H -0.867 -0.744 6.334
H -0.224 -0.524 3.628
H 0.870 -1.399 4.668
H 1.490 -0.022 3.709
C -1.482 -9.376 -3.099
O -1.012 -8.425 -2.137
C -2.013 -7.941 -1.244
C -1.636 -6.528 -0.818
N -1.341 -5.632 -1.907
C -0.715 -4.391 -1.513
C -0.570 -3.513 -2.757
O 0.253 -2.406 -2.525
C 1.599 -2.557 -2.877
H -1.631 -10.314 -2.561
H -0.586 -9.532 -3.712
H -2.259 -9.046 -3.786
H -2.136 -8.573 -0.357
H -2.976 -7.917 -1.771
H -0.871 -6.600 -0.030
H -2.543 -6.139 -0.332
H -0.992 -6.166 -2.690
H 0.276 -4.561 -1.057
H -1.353 -3.937 -0.751
H -1.582 -3.162 -2.970
H -0.247 -4.143 -3.593
H 2.077 -3.358 -2.293
H 2.137 -1.632 -2.679
H 1.726 -2.801 -3.940
C -1.632 -0.384 -0.901
O -2.755 -1.128 -1.342
C -3.445 -0.592 -2.463
C -4.783 -1.310 -2.465
N -5.693 -0.920 -3.530
C -6.363 0.361 -3.209
C -6.931 0.955 -4.470
O -8.030 0.198 -4.915
C -8.596 0.741 -6.091
H -1.996 0.204 -0.044
H -1.214 0.302 -1.648
H -0.803 -1.033 -0.621
H -2.835 -0.639 -3.371
H -3.587 0.483 -2.261
H -5.159 -1.229 -1.435
H -4.572 -2.380 -2.559
H -6.351 -1.678 -3.644
H -5.554 0.998 -2.850
H -7.067 0.194 -2.386
H -6.112 0.993 -5.209
H -7.173 2.028 -4.371
H -7.873 0.666 -6.907
H -8.975 1.756 -5.932
H -9.475 0.143 -6.337
C -0.254 -3.078 2.140
O 0.802 -3.759 1.547
C 1.401 -4.805 2.344
C 2.715 -5.192 1.703
N 3.830 -4.536 2.396
C 5.123 -4.889 1.822
C 5.426 -4.198 0.502
O 5.509 -2.813 0.788
C 4.998 -2.024 -0.243
H 0.085 -2.657 3.107
H -1.016 -3.752 2.563
H -0.572 -2.203 1.587
H 0.705 -5.619 2.099
H 1.507 -4.522 3.389
H 2.780 -4.975 0.629
H 2.788 -6.281 1.734
H 3.762 -3.527 2.271
H 5.298 -5.963 1.724
H 5.881 -4.553 2.542
H 4.552 -4.340 -0.148
H 6.342 -4.526 0.010
H 5.500 -2.184 -1.201
H 5.031 -0.979 0.053
H 3.936 -2.254 -0.411
C 0.956 7.489 -6.158
O 2.279 7.251 -5.773
C 3.084 6.687 -6.771
C 4.420 6.205 -6.280
N 4.233 5.054 -5.430
C 5.486 4.464 -4.996
C 5.366 3.078 -4.442
O 4.715 3.074 -3.209
C 4.625 1.743 -2.699
H 0.372 7.598 -5.242
H 0.591 6.650 -6.756
H 0.811 8.453 -6.663
H 3.265 7.474 -7.518
H 2.576 5.836 -7.236
H 4.991 6.972 -5.732
H 5.056 6.013 -7.146
H 3.563 5.213 -4.697
H 5.896 5.130 -4.215
H 6.246 4.539 -5.773
H 6.389 2.714 -4.260
H 4.936 2.392 -5.179
H 4.084 1.116 -3.410
H 4.144 1.787 -1.724
H 5.662 1.422 -2.505
C 5.572 1.672 1.467
O 4.479 2.511 1.132
H 6.264 1.641 0.613
H 6.118 2.074 2.327
H 5.258 0.649 1.655
H 4.698 3.398 0.853
C 1.477 -0.620 0.466
O 1.929 0.507 -0.242
H 0.716 -0.359 1.213
H 1.042 -1.422 -0.130
H 2.301 -1.092 1.018
H 2.501 1.014 0.345
*
```

---

> What is the HOMO energy in the second record?

-8.317 eV

---

> Look up the F_max of the first one.

1.7 eV/Å

---

> Among the records above, which one has the highest HOMO energy?

C38H98N6O14